{
  "formula": "C64H122BF3O6P2",
  "method": "wB97M-V/def2-TZVPD",
  "symbols": ["C", "C", "C", "C", "P", "C", "C", "C", "C", "C", "C", "C", "C", "C", "C", "C", "C", "H", "H", "H", "H", "H", "H", "H", "H", "H", "H", "H", "H", "H", "H", "H", "H", "H", "H", "H", "H", "H", "H", "H", "H", "H", "H", "H", "H", "H", "H", "H", "H", "H", "H", "H", "H", "C", "C", "C", "C", "P", "C", "C", "C", "C", "C", "C", "C", "C", "C", "C", "C", "C", "H", "H", "H", "H", "H", "H", "H", "H", "H", "H", "H", "H", "H", "H", "H", "H", "H", "H", "H", "H", "H", "H", "H", "H", "H", "H", "H", "H", "H", "H", "H", "H", "H", "H", "H", "H", "B", "H", "H", "H", "H", "C", "O", "H", "H", "H", "C", "C", "O", "H", "H", "H", "H", "H", "C", "C", "O", "H", "H", "H", "H", "H", "C", "C", "O", "C", "H", "H", "H", "H", "H", "H", "C", "C", "O", "C", "H", "H", "H", "H", "H", "H", "C", "C", "O", "C", "H", "H", "H", "H", "H", "H", "F", "C", "C", "C", "C", "C", "C", "H", "H", "H", "H", "H", "F", "C", "C", "C", "C", "C", "C", "H", "H", "H", "H", "H", "F", "C", "C", "C", "C", "C", "C", "H", "H", "H", "H", "H"],
  "xyz": [[-6.768, -3.487, 0.538], [-5.528, -2.596, 0.625], [-4.581, -3.043, 1.735], [-3.571, -1.974, 2.144], [-2.620, -2.281, 3.634], [-1.946, -3.958, 3.691], [-2.919, -5.080, 4.018], [-2.214, -6.446, 3.991], [-1.717, -6.855, 2.611], [-1.384, -1.037, 3.931], [-0.438, -1.311, 5.097], [0.921, -1.864, 4.633], [1.979, -1.691, 5.700], [-3.886, -2.218, 4.928], [-3.413, -2.229, 6.382], [-4.612, -2.236, 7.359], [-4.367, -1.352, 8.575], [-7.302, -3.184, -0.366], [-7.429, -3.373, 1.402], [-6.549, -4.550, 0.420], [-5.766, -1.537, 0.702], [-5.042, -2.779, -0.337], [-4.032, -3.938, 1.421], [-5.199, -3.415, 2.568], [-4.047, -0.994, 2.244], [-2.819, -1.986, 1.341], [-1.121, -3.947, 4.408], [-1.519, -4.156, 2.704], [-3.741, -5.073, 3.301], [-3.354, -4.954, 5.013], [-2.966, -7.183, 4.291], [-1.453, -6.395, 4.775], [-1.324, -7.865, 2.544], [-1.060, -6.105, 2.167], [-2.577, -6.791, 1.931], [-1.966, -0.098, 3.993], [-0.906, -0.900, 2.951], [-0.849, -2.007, 5.832], [-0.273, -0.371, 5.634], [1.103, -1.439, 3.647], [0.760, -2.931, 4.454], [2.028, -0.682, 6.114], [2.965, -2.054, 5.411], [1.655, -2.309, 6.548], [-4.590, -3.041, 4.779], [-4.460, -1.299, 4.764], [-2.932, -1.270, 6.581], [-2.794, -3.093, 6.627], [-4.897, -3.259, 7.632], [-5.516, -1.879, 6.853], [-4.167, -0.333, 8.238], [-3.484, -1.651, 9.146], [-5.224, -1.369, 9.249], [0.522, -1.801, -3.514], [1.167, -0.466, -3.839], [1.968, 0.247, -2.770], [1.130, 0.476, -1.507], [1.968, 1.037, -0.005], [3.766, 0.740, -0.219], [4.174, -0.719, 0.044], [5.676, -0.923, -0.107], [6.101, -2.360, 0.214], [2.100, 2.860, -0.016], [2.642, 3.593, -1.248], [2.478, 5.102, -1.126], [3.351, 5.940, -2.057], [1.358, 0.438, 1.538], [1.667, 1.251, 2.809], [0.427, 2.064, 3.186], [0.441, 2.697, 4.577], [-0.055, -2.103, -4.393], [-0.144, -1.784, -2.649], [1.158, -2.681, -3.351], [0.351, 0.186, -4.179], [1.718, -0.612, -4.777], [2.295, 1.214, -3.156], [2.806, -0.404, -2.493], [0.634, -0.465, -1.240], [0.369, 1.222, -1.734], [4.290, 1.418, 0.459], [3.944, 1.021, -1.259], [3.634, -1.369, -0.649], [3.837, -0.972, 1.053], [6.239, -0.195, 0.479], [5.919, -0.782, -1.167], [5.625, -3.091, -0.439], [5.925, -2.641, 1.252], [7.176, -2.409, 0.013], [2.645, 3.121, 0.897], [1.066, 3.163, 0.205], [2.070, 3.254, -2.116], [3.710, 3.384, -1.353], [2.792, 5.433, -0.126], [1.417, 5.348, -1.157], [4.420, 5.804, -1.887], [3.098, 6.981, -1.840], [3.163, 5.741, -3.116], [1.772, -0.567, 1.716], [0.306, 0.138, 1.513], [2.522, 1.930, 2.725], [1.905, 0.529, 3.596], [-0.497, 1.486, 3.101], [0.311, 2.834, 2.424], [1.398, 3.219, 4.694], [0.374, 1.925, 5.351], [-0.411, 3.359, 4.715], [-1.743, 1.650, 0.395], [-1.985, 0.817, 1.226], [-1.836, 2.760, 0.865], [-0.646, 1.518, -0.077], [-2.509, 1.503, -0.527], [0.660, -3.345, 0.721], [-0.285, -2.398, 0.936], [0.828, -4.048, 1.582], [0.449, -3.996, -0.167], [1.676, -2.929, 0.460], [-3.353, 1.809, 5.712], [-3.544, 2.265, 4.245], [-3.806, 1.332, 3.330], [-4.308, 1.382, 6.040], [-3.028, 2.592, 6.403], [-2.632, 0.978, 5.674], [-2.778, 3.029, 3.939], [-4.419, 2.993, 4.314], [-3.050, -2.010, -6.516], [-3.113, -2.558, -5.091], [-3.591, -1.644, -4.237], [-2.654, -2.732, -7.247], [-2.373, -1.141, -6.474], [-3.971, -1.518, -6.843], [-2.082, -2.961, -4.867], [-3.758, -3.485, -5.048], [-1.933, 5.883, 2.923], [-0.870, 5.413, 1.962], [0.243, 5.156, 2.372], [-1.222, 5.374, 0.506], [-2.949, 5.570, 2.686], [-1.992, 6.963, 3.100], [-1.602, 5.506, 3.893], [-1.527, 6.382, 0.190], [-2.054, 4.698, 0.320], [-0.346, 5.134, -0.089], [-1.304, -5.628, -2.913], [-1.943, -6.327, -4.081], [-1.261, -6.810, -4.958], [-3.436, -6.473, -4.002], [-0.558, -4.918, -3.279], [-0.744, -6.284, -2.244], [-1.964, -5.021, -2.292], [-3.826, -5.449, -4.088], [-3.712, -6.913, -3.044], [-3.909, -7.026, -4.811], [4.518, 4.548, 3.519], [5.433, 4.890, 2.369], [5.668, 4.101, 1.482], [6.026, 6.280, 2.284], [3.511, 4.854, 3.225], [4.918, 5.027, 4.411], [4.519, 3.467, 3.652], [5.398, 6.889, 1.631], [7.012, 6.215, 1.826], [6.122, 6.791, 3.242], [1.138, 4.559, -5.665], [0.152, 3.953, -4.944], [-0.586, 2.938, -5.516], [-1.483, 2.232, -4.722], [-1.725, 2.661, -3.406], [-0.935, 3.651, -2.827], [-0.011, 4.309, -3.635], [-0.329, 2.622, -6.521], [-2.009, 1.339, -5.046], [-2.421, 2.090, -2.802], [-0.928, 3.903, -1.776], [0.608, 5.101, -3.229], [6.073, 3.540, -2.960], [5.579, 2.477, -3.635], [6.156, 1.244, -3.482], [5.570, 0.169, -4.158], [4.551, 0.376, -5.065], [4.065, 1.661, -5.284], [4.537, 2.704, -4.521], [6.988, 1.036, -2.824], [5.812, -0.825, -3.800], [4.127, -0.469, -5.592], [3.232, 1.800, -5.961], [4.149, 3.707, -4.647], [2.554, -1.930, -9.120], [1.621, -0.962, -9.211], [0.734, -0.742, -8.166], [-0.186, 0.270, -8.340], [-0.321, 0.978, -9.533], [0.683, 0.842, -10.485], [1.667, -0.119, -10.314], [0.721, -1.465, -7.360], [-1.004, 0.420, -7.643], [-1.115, 1.703, -9.628], [0.724, 1.503, -11.343], [2.441, -0.380, -11.026]],
  "mulliken_charge": [-1.450, -0.320, -0.698, -0.502, -0.250, -0.354, -0.070, -0.806, -1.061, 2.312, -1.312, 0.777, -1.957, -1.703, 0.054, -0.590, -1.280, 0.450, 0.338, 0.292, 0.483, 0.342, 0.298, 0.223, 0.950, 0.089, 0.477, -0.219, 0.194, 0.101, 0.395, 0.355, 0.399, 0.234, 0.287, -1.289, -0.647, 1.034, 0.401, -0.333, 0.439, 0.299, 0.382, 0.505, 0.709, 0.772, -0.228, 0.403, 0.394, 0.348, 0.269, 0.298, 0.436, -1.240, 0.568, 1.046, -0.631, 0.296, -0.745, -0.433, -0.132, -1.494, 0.060, 1.180, -0.119, -1.784, -0.391, -0.779, 3.802, -1.256, 0.069, 0.398, 0.212, -0.447, 0.176, -0.734, -0.105, 1.017, -0.053, 0.767, -0.343, 0.200, 0.265, 0.460, -0.120, 0.319, 0.365, 0.444, 0.199, -0.492, -0.484, -0.008, 0.463, -0.247, 0.396, 0.500, 0.193, 0.533, -0.061, 0.392, 0.384, -1.158, -1.832, 0.209, 0.265, 0.129, 2.708, -0.700, -0.743, -0.879, -0.491, -0.141, -0.527, 0.182, -0.147, -0.242, -0.631, 0.122, -0.732, 0.315, 0.465, -0.310, -0.466, 0.355, -0.615, 0.787, -0.908, 0.364, -0.349, 0.364, -0.456, -0.096, -1.547, 1.024, -0.554, -0.344, 0.370, 0.402, 0.347, 0.590, 0.229, -0.537, -0.768, 0.756, -0.622, -1.021, 0.063, 0.458, 0.293, 0.210, 0.328, 0.291, -0.799, 0.778, -0.511, -1.186, 0.032, 0.574, 0.181, 0.246, 0.347, 0.355, -0.428, 0.384, -0.344, -0.123, -1.115, -0.165, -0.549, 0.459, 0.420, 0.421, 0.338, 0.535, -0.418, 0.606, -0.632, -0.422, -0.354, -0.596, -0.115, 0.413, 0.360, 0.463, 0.349, 0.432, -0.335, 0.484, -0.503, -0.080, -0.992, -0.183, -0.613, 0.599, 0.473, 0.390, 0.348, 0.390],
  "homo_energy_ha": -0.0372,
  "relative_energy_kj_mol": 0.0,
  "lumo_ev": 3.307,
  "total_charge": -2
}